Here is a structure of composition C24H47CaCl3MgNaO18S3 from the Open Molecules 2025 dataset. Energies are from ωB97M-V/def2-TZVPD.

ORCA input file:
```
! RIJCOSX wB97M-V def2-TZVPD def2/J DEFGRID3
* xyz 1 1
C 7.8931 2.1390 1.3750
C 6.7163 1.3438 0.5295
C 6.7102 1.7460 -1.0891
C 5.8220 0.6709 -2.0015
C 4.7855 1.4403 -3.0519
C 3.2695 1.6631 -2.3820
C 2.4764 0.2339 -2.2564
C 1.5106 0.0869 -0.9389
C 0.2809 1.1560 -1.1524
C -0.0602 2.0499 0.2184
C -1.6071 2.6301 -0.0415
C -1.8954 4.0643 0.7003
S -3.0258 3.7317 2.1721
O -2.6315 2.3313 2.7526
O -2.8882 4.8604 3.2254
Cl -5.0202 3.6312 1.4532
O 2.3237 0.5233 0.2448
S 3.0207 -0.7916 1.1448
O 2.5031 -0.6620 2.6134
O 4.5418 -1.0473 1.0092
O 2.3517 -2.0038 0.1412
C 1.1177 -1.4895 -0.5413
C 0.9504 -2.5819 -1.7521
C -0.5901 -2.8409 -2.2493
C -1.2552 -1.5691 -3.0409
C -2.1686 -1.9604 -4.3456
S -2.8144 -0.2984 -5.0333
O -3.6478 -0.4966 -6.3219
O -1.6522 0.7441 -5.2303
Cl -4.0703 0.5724 -3.5515
C 0.0155 -1.6718 0.7035
C 0.3065 -3.0183 1.6187
O -0.8467 -3.4663 2.4147
C -0.7651 -3.0305 3.8174
O 0.2072 -3.3169 4.6877
H 8.9488 1.8023 0.9408
H 7.7777 3.3088 1.3712
H 7.8338 1.7373 2.4935
H 5.6567 1.4122 1.0243
H 7.0125 0.1894 0.5524
H 6.2427 2.8203 -1.2403
H 7.8195 1.6996 -1.5275
H 6.5740 -0.0538 -2.5372
H 5.1412 -0.0032 -1.3098
H 4.6886 0.7267 -3.9871
H 5.3006 2.4790 -3.3215
H 3.3517 2.2785 -1.3901
H 2.6857 2.3306 -3.1728
H 3.2595 -0.6471 -2.2099
H 1.7886 -0.0018 -3.2014
H 0.5261 1.9766 -1.9833
H -0.7398 0.6781 -1.4707
H 0.7144 2.9338 0.3583
H -0.1341 1.3959 1.1857
H -2.4294 1.8004 0.2005
H -1.6953 2.8055 -1.2159
H -2.5282 4.7215 -0.0636
H -0.9259 4.6668 0.9609
H 1.3379 -3.6226 -1.3146
H 1.5982 -2.3760 -2.7044
H -0.5370 -3.7328 -3.0403
H -1.2942 -3.1861 -1.3752
H -1.9954 -1.0434 -2.2658
H -0.4364 -0.7378 -3.2932
H -1.5952 -2.4952 -5.2142
H -3.1456 -2.5419 -4.0115
H -1.0853 -1.7760 0.2941
H 0.1152 -0.7553 1.4298
H 1.2428 -2.9336 2.3155
H 0.5356 -3.8929 0.8438
H -1.6936 -2.4036 4.2282
C -2.9028 -0.4949 7.2445
C -3.3495 -1.9657 7.1692
O -2.9693 -2.4243 5.9877
H -3.3690 0.1160 6.4612
H -3.1963 -0.0672 8.2103
H -1.8135 -0.3922 7.1591
H -4.4251 -1.9525 7.4051
H -2.9359 -2.4392 8.0733
Mg -1.0202 3.0013 -2.9406
O -5.9172 1.6191 -8.7164
C -6.0010 0.7124 -7.7323
C -7.4394 0.0107 -7.7786
O -7.5278 -0.8878 -6.7872
H -5.8834 1.0827 -6.6985
H -5.2680 -0.1133 -7.7482
H -7.5508 -0.3690 -8.8097
H -8.1737 0.8355 -7.7742
O -5.0186 3.1413 4.9233
H -5.1895 3.3568 3.9941
H -4.1132 3.4523 5.0731
Na 1.8263 -2.4162 4.6998
Ca 3.3263 2.6349 -4.8644
O -0.6514 -5.2850 7.2144
Cl -0.5738 -4.2748 8.2517
O -1.8207 -4.2442 8.9911
O -0.3385 -2.9781 7.6470
O 0.5157 -4.5918 9.1546
*
```

Values from the calculation:
gap between HOMO and LUMO = 1.07 eV

Here is a structure of composition C2H4I2N2 from the Open Molecules 2025 dataset. Energies are from ωB97M-V/def2-TZVPD.

ORCA input file:
```
! RIJCOSX wB97M-V def2-TZVPD def2/J DEFGRID3
* xyz 0 1
C -1.8366 -0.1028 0.4755
C 1.8612 0.0657 -0.6490
N -0.5232 -0.2706 0.1733
N 0.1621 0.6800 -0.1752
I 1.8712 -1.8935 0.0209
I 3.3294 1.4312 0.0883
H -2.4627 -0.9030 0.0730
H -2.0791 0.8638 0.2427
H -1.9999 -0.1922 1.4895
H 1.6776 0.3214 -1.7391
*
```

Values from the calculation:
energy above the lowest of the compared OMol25 structures with the same formula, charge and spin = 25.3 kcal/mol
gap between HOMO and LUMO = 8.68 eV

Here is a structure of composition C23H26N6SeSiTi from the Open Molecules 2025 dataset. Energies are from ωB97M-V/def2-TZVPD.

ORCA input file:
```
! RIJCOSX wB97M-V def2-TZVPD def2/J DEFGRID3
* xyz -2 3
Ti 0.2580 -0.1034 0.2710
N -3.0319 0.3568 -0.5707
C -2.8076 -0.7457 0.1964
N -3.8652 -1.5106 0.4750
C -3.5735 -2.5891 1.2182
N -4.6583 -3.3944 1.5466
N -2.3998 -2.9477 1.6777
C -1.3725 -2.1190 1.3528
N -1.5528 -0.9908 0.5765
C -0.0608 -2.4146 1.8266
C 0.2095 -3.5291 2.6497
C 1.4855 -3.7645 3.0853
C 2.5231 -2.8906 2.7035
C 2.2021 -1.8214 1.8924
N 0.9664 -1.5601 1.4576
H -3.9788 0.6930 -0.4973
H -2.3476 1.0975 -0.4963
H -5.4043 -3.3290 0.8723
H -4.3807 -4.3354 1.7760
H -0.6172 -4.1705 2.9188
H 1.6934 -4.6184 3.7204
H 3.5456 -3.0422 3.0201
H 2.9616 -1.1249 1.5539
C -0.6640 -0.8709 -3.4688
Si 0.5184 -1.2532 -2.0144
C 0.3288 -3.1766 -1.9277
C 2.2264 -1.0875 -2.8978
C 3.1046 -2.1579 -3.0909
C 4.3510 -1.9960 -3.6940
C 4.7523 -0.7447 -4.1354
C 3.8982 0.3397 -3.9584
C 2.6668 0.1668 -3.3429
H -0.4887 -1.5568 -4.3057
H -0.5376 0.1535 -3.8315
H -1.7034 -0.9723 -3.1418
H 0.4587 -3.6875 -2.8916
H -0.6779 -3.4056 -1.5590
H 1.0289 -3.6137 -1.2080
H 2.8109 -3.1487 -2.7619
H 5.0088 -2.8510 -3.8170
H 5.7222 -0.6108 -4.6031
H 4.2055 1.3286 -4.2833
H 2.0365 1.0315 -3.1620
C 1.2839 1.4289 -0.3504
H 2.3554 1.4193 -0.6055
H 0.8627 2.4091 -0.6181
Se -1.4511 2.1090 1.9289
C -1.2950 2.8853 3.6428
C -0.6467 2.2242 4.7013
C -0.5295 2.7985 5.9572
C -1.0533 4.0608 6.2198
C -1.6955 4.7340 5.1849
C -1.8115 4.1616 3.9276
H -0.2325 1.2413 4.5126
H -0.0202 2.2519 6.7449
H -0.9592 4.5096 7.2019
H -2.1103 5.7222 5.3605
H -2.3107 4.6992 3.1304
*
```

Values from the calculation:
energy above the lowest of the compared OMol25 structures with the same formula, charge and spin = 61.0 kcal/mol
gap between HOMO and LUMO (alpha / beta) = 4.56 / 4.73 eV

Here is a structure of composition H23O11 from the Open Molecules 2025 dataset. Energies are from ωB97M-V/def2-TZVPD.

ORCA input file:
```
! RIJCOSX wB97M-V def2-TZVPD def2/J DEFGRID3
* xyz 1 1
O 0.7690 2.5936 -3.0187
H 0.3926 3.1547 -2.3585
H 0.2552 2.7140 -3.8113
O 1.4368 -3.5247 -0.0383
H 0.6150 -3.1061 -0.3057
H 0.5721 1.3763 -2.5165
O -2.8730 1.6344 -1.4055
H 0.3305 3.9777 0.3745
H -1.6795 -1.1776 2.6744
O -0.9550 -1.1353 -1.1409
H -1.3150 -2.0215 -1.0939
H 0.1280 1.6149 2.3033
O 1.9969 -1.9204 2.0928
H 2.7160 -1.9823 2.6818
H -1.4480 -0.5423 -0.6130
O 3.0440 -0.3420 -1.5055
H 3.5523 -1.1370 -1.8369
H -2.8158 1.2337 -0.4853
O 0.8250 0.1929 -2.8020
H -3.5633 2.2570 -1.2835
O -0.2446 2.4676 2.5590
H -0.8828 2.5496 3.1199
H 1.4557 -3.3318 0.9454
O -2.4455 -2.6389 1.4888
H 1.2168 -0.3995 -2.2584
H -3.2181 -2.5466 1.0052
O 0.9870 3.2663 0.0324
H -2.3014 -3.5144 1.7213
H 1.7992 3.8456 0.2903
O -1.3528 -0.7318 3.3974
H -1.9814 -0.7886 3.9697
H 2.4967 -0.6578 -0.7867
H 1.0727 -1.5617 2.3318
H 1.4144 0.1820 -3.7274
*
```

Values from the calculation:
energy above the lowest of the compared OMol25 structures with the same formula, charge and spin = 136.5 kcal/mol
gap between HOMO and LUMO = 10.22 eV

Here is the ion C3H7OS2 with charge +1 from the Open Molecules 2025 dataset. Energies are from ωB97M-V/def2-TZVPD.

ORCA input file:
```
! RIJCOSX wB97M-V def2-TZVPD def2/J DEFGRID3
* xyz 1 1
C -1.8094 0.0690 -0.0638
C 0.1903 -0.8879 1.1245
C 0.3947 0.0740 -1.1136
O -0.4176 -0.5916 -0.1715
S -3.0013 -1.0259 0.1586
S -1.6347 1.7353 -0.0807
H 0.0333 -1.8940 1.3991
H 1.2703 -0.9359 0.9117
H -0.0697 -0.1175 1.9697
H 0.8365 -0.7201 -1.6791
H -0.2972 0.7237 -1.5939
H 1.3227 0.6187 -0.6404
H -3.0568 1.8496 -0.0147
*
```

Values from the calculation:
energy above the lowest of the compared OMol25 structures with the same formula, charge and spin = 54.5 kcal/mol
gap between HOMO and LUMO = 8.90 eV

Here is a structure of composition C37H42Cl3O2P2S4W from the Open Molecules 2025 dataset. Energies are from ωB97M-V/def2-TZVPD.

ORCA input file:
```
! RIJCOSX wB97M-V def2-TZVPD def2/J DEFGRID3
* xyz 3 1
W -0.5611 -0.4839 -0.0230
C -4.1061 -1.9872 -2.6849
C -4.4199 -2.2022 -1.1979
S -2.9386 -1.9497 -0.1679
C -3.4891 -2.3802 1.4972
C -2.3643 -2.1869 2.4993
S -1.3605 -0.6661 2.3669
C -2.5948 0.6399 2.5926
C -3.4262 0.9797 1.3683
S -2.4679 1.2479 -0.1594
C -3.8853 1.0869 -1.3094
C -3.5686 0.7922 -2.7589
S -2.8048 -0.8038 -3.0969
H -5.0222 -1.7315 -3.2167
H -3.7231 -2.9113 -3.1150
H -4.7203 -3.2361 -1.0246
H -5.2149 -1.5497 -0.8408
H -3.7685 -3.4351 1.4941
H -4.3753 -1.7994 1.7526
H -1.6294 -2.9865 2.4398
H -2.7602 -2.1612 3.5153
H -2.0242 1.4871 2.9604
H -3.2480 0.3127 3.4034
H -3.9889 1.9007 1.5345
H -4.1349 0.1892 1.1405
H -4.3676 2.0615 -1.2136
H -4.5296 0.3277 -0.8780
H -2.8817 1.5291 -3.1755
H -4.5006 0.8709 -3.3221
C 1.9393 1.3189 2.5482
C 2.1759 -0.1936 2.3856
P 1.9848 -0.8494 0.6913
C 3.4917 -0.2825 -0.2042
C 3.5323 0.2796 -1.4787
C 4.7486 0.6139 -2.0633
C 5.9349 0.3981 -1.3834
C 5.9056 -0.1694 -0.1156
C 4.6984 -0.5147 0.4650
C 2.4249 -2.6041 0.8918
C 2.3543 -3.2455 2.1267
C 2.9012 -4.5118 2.2808
C 3.4989 -5.1504 1.2044
C 3.5361 -4.5305 -0.0387
C 3.0086 -3.2595 -0.1968
C 2.0274 2.1131 1.2341
P 0.3871 2.0038 0.4381
C 0.2927 2.1154 -1.3806
C 0.2689 0.8618 -2.0193
C -0.0477 0.7408 -3.3701
C -0.3415 1.8799 -4.0999
C -0.3611 3.1191 -3.4628
C -0.0880 3.2355 -2.1021
C -0.3133 3.6042 0.9968
C 0.5623 4.6816 0.8033
C 0.1949 5.9660 1.1674
C -1.0463 6.2015 1.7431
C -1.9173 5.1432 1.9438
C -1.5561 3.8558 1.5674
H 2.6756 1.7195 3.2429
H 0.9668 1.4996 3.0173
H 1.4941 -0.7516 3.0272
H 3.1848 -0.4547 2.7014
H 2.6379 0.4676 -2.0480
H 4.7598 1.0405 -3.0573
H 6.8787 0.6595 -1.8424
H 6.8271 -0.3569 0.4190
H 4.7083 -0.9976 1.4344
H 1.9038 -2.7621 2.9834
H 2.8700 -4.9923 3.2496
H 3.9398 -6.1295 1.3354
H 3.9986 -5.0270 -0.8813
H 3.0973 -2.7613 -1.1544
H 2.8336 1.7750 0.5902
H 2.1935 3.1633 1.4531
H 0.8245 0.0171 -1.5905
H -0.0138 -0.2312 -3.8445
H -0.5531 1.8098 -5.1587
H -0.5953 4.0093 -4.0325
H -0.1609 4.2018 -1.6250
H 1.5413 4.5329 0.3622
H 0.8880 6.7809 1.0077
H -1.3293 7.2028 2.0377
H -2.8842 5.3132 2.3982
H -2.2648 3.0699 1.7336
Cl 0.8729 -4.5854 -2.4594
C -0.2287 -4.3888 -1.1150
Cl -1.8703 -4.8213 -1.6422
Cl 0.2260 -5.3646 0.2622
C -0.2317 -2.9092 -0.7127
O -0.1870 -1.9830 -1.5551
O -0.3243 -2.5212 0.5110
*
```

Values from the calculation:
energy above the lowest of the compared OMol25 structures with the same formula, charge and spin = 0.0 kcal/mol
gap between HOMO and LUMO (alpha / beta) = 6.45 / 6.46 eV

Here is the ion C3H9NO3P with charge -1 from the Open Molecules 2025 dataset. Energies are from ωB97M-V/def2-TZVPD.

ORCA input file:
```
! RIJCOSX wB97M-V def2-TZVPD def2/J DEFGRID3
* xyz -1 1
C 0.0239 1.7524 -0.3587
C -1.1504 -1.8041 0.6558
C 0.9832 0.6271 -0.5110
N 1.6524 0.4132 0.8039
O -0.4594 -1.9246 3.3250
O 1.4181 -2.3666 1.5090
O 0.4765 -0.0696 1.9043
P 0.1567 -1.7206 2.0025
H -0.5976 1.7577 -1.1810
H -0.5922 1.6252 0.5438
H 0.6951 2.6110 -0.3250
H -1.8847 -2.5335 0.9810
H -1.6295 -0.7443 0.7483
H -0.7512 -2.1789 -0.1728
H 0.2622 -0.1817 -0.8971
H 1.9254 0.7784 -1.1108
H 2.2964 -0.3093 0.4804
*
```

Values from the calculation:
energy above the lowest of the compared OMol25 structures with the same formula, charge and spin = 74.2 kcal/mol
gap between HOMO and LUMO = 8.92 eV
SMILES = CCNO[P@](C)(=O)[O-]

Question: What is the formula in the fifth record?
Answer: C3H7OS2